{
  "formula": "C9H11NOS",
  "method": "ωB97M-V with the def2-TZVPD basis set",
  "homo_ha": -0.35243,
  "total_charge": 0,
  "smiles": "C/C(=N\\C=O)c1ccccc1.S",
  "fmax_ev_per_a": 3.56,
  "lumo_energy_ev": -0.1,
  "gap_ev": 9.5,
  "multiplicity": 1,
  "symbols": ["C", "C", "N", "C", "O", "C", "C", "C", "C", "C", "C", "H", "H", "H", "H", "H", "H", "H", "H", "H", "S", "H", "H"],
  "positions_angstrom": [[1.341205, 1.387099, 0.796969], [-0.040223, 0.926258, 0.609804], [-0.915817, 1.211772, 1.479088], [-1.099543, 1.650883, 2.730533], [-1.574252, 2.657116, 3.181799], [-0.479795, 0.156969, -0.582396], [0.426336, -0.540390, -1.336564], [0.126687, -1.359934, -2.435488], [-1.244540, -1.573847, -2.592025], [-2.196383, -0.856360, -1.880809], [-1.853045, 0.041305, -0.910991], [1.612543, 1.370172, 1.881180], [1.514136, 2.371768, 0.232623], [2.032590, 0.752173, 0.257593], [-0.998117, 0.718285, 3.492324], [1.464856, -0.407287, -1.044404], [0.914641, -1.883406, -3.088618], [-1.502008, -2.320239, -3.371366], [-3.277936, -0.917843, -1.941499], [-2.589103, 0.780031, -0.675110], [1.371287, -2.413828, 2.299939], [0.331790, -1.811589, 1.636598], [1.429667, -1.628906, 3.366299]],
  "forces_ev_per_angstrom": [[1.6, 0.8, -0.6], [-1.0, 0.6, 0.6], [-0.7, -0.2, -0.9], [-0.1, -2.6, 2.4], [0.2, 0.8, -0.7], [-1.2, 0.1, 0.2], [2.0, -0.2, -0.5], [-0.4, -0.3, 0.4], [0.6, -1.3, -1.7], [-0.7, -0.1, 0.4], [1.7, 0.6, -0.6], [-0.2, 0.5, -1.0], [-0.5, -1.0, 1.3], [0.3, -0.3, 0.2], [0.2, 1.5, -1.4], [0.0, -0.2, -0.3], [-1.4, 1.0, 1.3], [-0.3, 0.7, 0.6], [0.1, -0.6, -1.0], [-0.3, 0.0, 1.1], [-0.3, -0.3, -0.9], [0.6, -0.1, 0.7], [-0.3, 0.4, 0.1]],
  "mulliken_charge": [-1.131, 0.326, -0.160, 0.079, -0.511, 0.663, -0.053, -0.796, -0.259, -0.557, -0.300, 0.347, 0.276, 0.365, 0.203, 0.132, 0.317, 0.315, 0.360, 0.387, -0.285, 0.147, 0.134]
}

=====

{
  "formula": "C9H11O2Si",
  "method": "ωB97M-V with the def2-TZVPD basis set",
  "homo_ha": [-0.14238, -0.14280],
  "total_charge": -1,
  "fmax_ev_per_a": 4.20,
  "lumo_energy_ev": [3.1, 3.1],
  "gap_ev": [7.0, 7.0],
  "multiplicity": 1,
  "symbols": ["C", "C", "C", "C", "C", "C", "C", "C", "C", "O", "O", "Si", "H", "H", "H", "H", "H", "H", "H", "H", "H", "H", "H"],
  "positions_angstrom": [[-1.864677, 1.054567, 2.830396], [-2.194643, 0.183221, 1.798435], [-0.824454, 1.905165, 2.567313], [-1.483008, 0.092463, 0.642657], [-0.119069, 1.914118, 1.342614], [-0.364758, 0.933825, 0.392165], [2.114123, 2.249579, -1.565318], [1.060779, -1.972789, -0.313776], [-0.589209, 0.944441, -2.645935], [2.163561, 2.636967, -2.772881], [2.934667, 2.528030, -0.674949], [0.676927, 0.847128, -1.173547], [-2.336610, 1.045593, 3.833752], [-3.008944, -0.458709, 1.972633], [-0.608664, 2.805301, 3.282052], [-1.737546, -0.695106, 0.017544], [0.624974, 2.830297, 1.274794], [2.062979, -2.270240, -0.724512], [0.885820, -1.960689, 0.813532], [0.265177, -2.180212, -0.907280], [-1.364853, 0.191796, -2.624906], [-1.225796, 1.840183, -2.743854], [0.021534, 0.901885, -3.557067]],
  "forces_ev_per_angstrom": [[0.3, 0.0, 0.4], [-0.2, 0.2, 1.1], [0.7, 3.0, 0.9], [1.5, 1.4, 0.6], [0.8, 1.9, 1.3], [-0.3, 0.5, -0.1], [1.8, 0.3, -1.4], [2.9, 2.6, 1.6], [0.4, 0.0, 0.1], [-1.3, -0.9, 1.5], [-1.0, -0.4, 0.5], [-0.5, -0.7, -0.2], [0.1, 0.0, -1.0], [-1.0, -1.0, 0.0], [-0.3, -2.0, -1.1], [-0.3, -1.2, -1.5], [-1.2, -2.4, -0.5], [-1.2, 0.2, 0.7], [0.4, 0.1, -1.8], [-2.3, -1.0, -1.6], [0.1, -0.8, -0.1], [0.8, 0.3, 0.5], [-0.3, -0.2, 0.1]],
  "mulliken_charge": [-0.493, -0.442, -0.279, -0.306, -0.350, 0.497, 0.505, -1.055, -1.101, -0.647, -0.651, -0.016, 0.329, 0.377, 0.178, 0.374, 0.177, 0.290, 0.209, 0.371, 0.390, 0.359, 0.284]
}

=====

{
  "formula": "C9H11O3",
  "method": "ωB97M-V with the def2-TZVPD basis set",
  "homo_ha": -0.13930,
  "total_charge": -1,
  "fmax_ev_per_a": 1.28,
  "lumo_energy_ev": 3.5,
  "gap_ev": 7.2,
  "multiplicity": 1,
  "symbols": ["C", "C", "O", "O", "H", "H", "H", "C", "C", "C", "C", "C", "C", "C", "O", "H", "H", "H", "H", "H", "H", "H", "H"],
  "positions_angstrom": [[-1.960309, 2.676696, 0.435694], [-2.887406, 1.857932, -0.440052], [-2.795192, 0.562431, -0.342112], [-3.645619, 2.425442, -1.206523], [-0.976027, 2.206407, 0.516245], [-2.271662, 2.625115, 1.491123], [-1.938607, 3.727264, 0.167637], [4.003681, -1.993590, -0.845999], [0.546066, -0.369089, -0.610651], [1.733263, -0.843518, -1.122945], [0.179042, -0.555273, 0.734479], [2.698875, -1.442522, -0.301828], [1.191623, -1.070180, 1.574641], [2.376092, -1.559891, 1.035054], [-0.995234, -0.234936, 1.173813], [-0.181958, 0.117393, -1.255233], [1.930668, -0.733277, -2.182913], [-2.010314, 0.233306, 0.344256], [0.998215, -1.108212, 2.645586], [3.908510, -2.769919, -1.603246], [4.579277, -2.406118, -0.012396], [3.081459, -2.025158, 1.719033], [4.560417, -1.173931, -1.270826]],
  "forces_ev_per_angstrom": [[0.3, -0.4, 1.2], [0.2, 0.5, -0.1], [0.1, -0.2, 0.4], [-0.3, -0.1, -0.1], [0.1, 0.3, -0.4], [-0.3, 0.0, -0.3], [0.1, -0.1, -0.3], [-0.4, 0.2, 0.6], [-0.3, -0.1, -0.6], [0.5, 0.1, 0.2], [0.1, 0.3, 0.3], [-0.3, -0.6, -0.7], [-0.1, -0.2, -0.1], [0.0, 0.3, 0.8], [-0.4, 0.2, 0.3], [0.1, -0.1, -0.1], [0.0, 0.1, -0.1], [0.1, -0.1, -0.3], [0.0, -0.2, -0.2], [-0.2, -0.1, -0.1], [0.1, 0.0, -0.1], [0.1, 0.0, 0.0], [0.5, 0.2, -0.3]],
  "mulliken_charge": [-0.811, 0.685, -0.565, -0.674, 0.240, 0.251, 0.290, -1.326, -0.190, -0.514, 0.396, 0.714, -0.769, -0.325, -0.888, 0.277, 0.324, 0.462, 0.325, 0.291, 0.318, 0.195, 0.295]
}

=====

{
  "formula": "C9H11O3",
  "method": "ωB97M-V with the def2-TZVPD basis set",
  "homo_ha": -0.14243,
  "total_charge": -1,
  "fmax_ev_per_a": 1.87,
  "lumo_energy_ev": 3.4,
  "gap_ev": 7.3,
  "multiplicity": 1,
  "symbols": ["C", "C", "O", "O", "H", "H", "H", "C", "C", "C", "C", "C", "C", "C", "O", "H", "H", "H", "H", "H", "H", "H", "H"],
  "positions_angstrom": [[2.258056, 0.785653, 0.707195], [1.825037, 2.280409, 0.836568], [2.684755, 3.152717, 1.008561], [0.566674, 2.410625, 0.737248], [1.615418, 0.286724, -0.000319], [2.301192, 0.355856, 1.711555], [3.312984, 0.774668, 0.394108], [-0.229109, -2.085159, 1.496317], [-1.524393, 0.379786, -1.773884], [-2.327187, 0.226179, -0.649431], [-0.390205, -0.422983, -1.862597], [-1.928981, -0.595320, 0.392215], [0.010074, -1.291730, -0.872033], [-0.752778, -1.322642, 0.308147], [-1.747746, 1.363389, -2.701824], [-3.143698, 0.935229, -0.550410], [-1.240696, 2.151302, -2.448973], [0.321395, -0.111345, -2.628843], [-2.385963, -0.510160, 1.371337], [0.910041, -1.887808, -0.876691], [-0.860487, -2.936787, 1.757467], [-0.033603, -1.423654, 2.342991], [0.759229, -2.514946, 1.301305]],
  "forces_ev_per_angstrom": [[1.5, 1.1, 0.3], [-1.5, -0.7, -0.3], [0.4, 0.2, 0.1], [0.4, 0.3, 0.0], [-0.1, -0.3, 0.2], [-0.5, -0.3, -0.1], [-0.2, -0.1, -0.3], [0.6, -0.3, -0.1], [0.6, -1.0, 1.2], [-0.2, 0.8, -0.4], [0.9, 1.0, -1.0], [0.5, 0.3, 0.1], [-1.3, 0.1, 1.1], [0.5, -0.7, -0.3], [-0.2, 0.4, -0.3], [-0.1, -0.2, 0.2], [-0.1, -0.3, 0.1], [-0.2, -0.5, -0.2], [-0.4, -0.1, -0.2], [0.2, 0.2, -0.4], [-0.2, 0.2, 0.3], [-0.5, 0.0, 0.1], [-0.1, 0.1, -0.3]],
  "mulliken_charge": [-0.275, 0.422, -0.739, -0.687, -0.210, 0.169, 0.337, -1.572, 0.029, -0.327, 0.013, -0.430, -0.904, 1.102, -0.604, 0.337, 0.370, 0.288, 0.319, 0.292, 0.404, 0.332, 0.334]
}

=====

{
  "formula": "C9H11O4PS",
  "method": "ωB97M-V with the def2-TZVPD basis set",
  "homo_ha": [-0.32390, -0.35216],
  "total_charge": 0,
  "fmax_ev_per_a": 3.94,
  "lumo_energy_ev": [-2.3, -1.6],
  "gap_ev": [6.5, 8.0],
  "multiplicity": 1,
  "symbols": ["C", "C", "C", "C", "C", "C", "C", "C", "C", "O", "O", "O", "O", "P", "S", "H", "H", "H", "H", "H", "H", "H", "H", "H", "H", "H"],
  "positions_angstrom": [[-4.012696, -0.346477, 0.972971], [-3.671150, 0.938912, 1.411739], [-3.302193, -0.899618, -0.045207], [-2.646727, 1.649153, 0.766517], [-2.176196, -0.314595, -0.582449], [-1.883258, 0.964428, -0.171403], [1.677556, -0.353408, 0.571696], [1.617811, -1.878973, -1.195567], [3.974319, 1.382927, 0.711254], [0.632939, -0.854800, 0.882779], [-0.879625, 3.150675, -1.134471], [0.228428, 0.963565, -1.822580], [2.299779, -0.810883, -0.484075], [2.302984, 1.153768, 1.453778], [-0.331352, 1.819908, -0.753504], [-4.966491, -0.726946, 1.417460], [-4.263039, 1.427634, 2.298779], [-3.735868, -1.798113, -0.627795], [-2.512890, 2.683030, 0.957693], [-1.497257, -0.737315, -1.270560], [1.981505, -2.942217, -0.950975], [1.908371, -1.575994, -2.260467], [0.485448, -1.794917, -1.012149], [3.973589, 1.180633, -0.314298], [4.711998, 0.750775, 1.335671], [4.343597, 2.491143, 0.792292]],
  "forces_ev_per_angstrom": [[-1.5, 1.4, 1.4], [-0.5, 1.2, 1.2], [-1.2, -2.9, -2.4], [-0.8, -1.2, 0.4], [0.4, 1.2, 0.7], [0.7, 0.6, 0.7], [-0.3, 0.1, -0.1], [-0.5, 0.0, -1.6], [1.3, 1.6, 2.5], [-1.3, 0.1, 1.6], [1.2, -1.2, 0.7], [-0.3, 0.8, 1.2], [1.4, -0.7, -0.7], [0.1, 0.1, -0.1], [-1.8, 0.2, -2.2], [1.2, -0.3, -0.7], [1.2, -0.9, -2.0], [0.9, 1.2, 1.4], [0.4, 0.7, 0.3], [0.2, -0.8, -0.8], [-0.3, 1.8, 0.0], [-0.7, -1.0, 1.3], [2.0, -0.2, -0.5], [0.2, -0.8, -1.5], [-1.0, 0.8, -1.3], [-0.9, -1.9, 0.2]],
  "mulliken_charge": [-0.404, -0.274, -0.460, -0.707, -0.300, 0.538, 0.689, -0.465, -0.902, -0.573, -0.545, -0.490, -0.333, 0.130, 0.826, 0.315, 0.244, 0.249, 0.455, 0.474, 0.274, 0.220, 0.134, 0.320, 0.278, 0.308]
}

=====

{
  "formula": "C9H12",
  "method": "ωB97M-V with the def2-TZVPD basis set",
  "homo_ha": -0.30604,
  "total_charge": 0,
  "smiles": "C=C[C@@]12[C@@H]3[C@H]1CCC[C@@H]32",
  "fmax_ev_per_a": 4.42,
  "lumo_energy_ev": 1.1,
  "gap_ev": 9.4,
  "multiplicity": 1,
  "symbols": ["C", "C", "C", "C", "C", "C", "C", "C", "C", "H", "H", "H", "H", "H", "H", "H", "H", "H", "H", "H", "H"],
  "positions_angstrom": [[1.406271, -1.898838, -2.052057], [1.555539, -0.718006, -1.474033], [0.537992, 0.000124, -0.699059], [-0.452701, 1.104302, -0.992985], [0.574258, 1.219148, 0.063291], [0.060468, 1.425718, 1.540441], [-0.623622, 0.225176, 1.924813], [-1.584045, -0.395928, 0.918654], [-1.002579, -0.212332, -0.577714], [2.046487, -2.517468, -2.811896], [0.370975, -2.299926, -2.053928], [2.604368, -0.321861, -1.396345], [-0.598790, 1.497002, -1.967121], [1.380431, 1.904501, -0.338883], [-0.606943, 2.277043, 1.503504], [0.914809, 1.564192, 2.265521], [0.015060, -0.585073, 2.084210], [-1.000097, 0.297300, 3.054139], [-1.545086, -1.526161, 1.249586], [-2.648303, -0.071473, 1.052446], [-1.404493, -0.967439, -1.292584]],
  "forces_ev_per_angstrom": [[-1.3, -1.8, -2.3], [2.0, 0.3, 0.6], [-1.6, -1.8, 0.0], [-0.7, -1.5, -0.5], [1.3, 3.5, 0.6], [2.7, 1.0, -1.4], [-2.6, -1.5, 3.3], [-0.3, -1.6, -0.4], [0.1, -1.6, 1.8], [-0.6, 1.7, 2.0], [0.6, 0.1, 0.2], [-1.1, 0.1, -0.3], [0.2, 0.8, -0.4], [-0.6, -0.5, 1.1], [0.1, 0.4, 0.3], [-0.8, 0.4, -0.9], [2.0, -0.9, 0.1], [-0.1, 0.1, -2.4], [-0.5, 1.9, -1.2], [0.9, 0.0, -0.5], [0.1, 1.1, 0.3]],
  "mulliken_charge": [-0.679, -0.598, 0.286, -0.816, 0.029, -0.676, -0.723, -0.777, 0.168, 0.239, 0.189, 0.245, 0.343, 0.341, 0.322, 0.337, 0.320, 0.315, 0.247, 0.349, 0.540]
}

=====

What is the formula in the sixth record? C9H12